The following is a quantum chemistry calculation of C7H14N2 in the gas phase at a distorted geometry, from the Open Molecules 2025 dataset.

XYZ file:
```
23
Properties=species:S:1:pos:R:3:forces:R:3
C -0.7041 2.2445 0.2546 -2.2 -2.9 -0.6
C 0.3808 1.5046 0.1242 4.0 1.3 0.8
C -1.9813 1.3876 0.0204 1.4 1.8 -1.1
C 0.6936 -0.9555 1.9030 0.1 -0.3 -1.6
C 2.2475 -0.9718 -0.1934 0.4 1.6 0.6
C -1.6612 -0.2686 -1.8047 -4.0 0.5 1.8
C 0.7509 -0.9339 0.3879 2.8 2.4 -2.4
N 0.2588 0.2556 -0.2828 2.4 0.0 1.7
N -1.5070 0.1380 -0.4057 -4.8 -0.5 -1.7
H -0.7434 3.1807 0.6303 0.0 2.8 1.1
H 1.4204 1.9733 0.3754 -1.4 -0.8 -0.2
H -2.5705 1.3429 0.9130 -0.2 -0.2 1.1
H -2.5950 2.0173 -0.6360 -0.3 -0.5 -0.6
H -0.1374 -0.4656 2.3062 -1.6 0.6 0.4
H 0.7425 -1.9527 2.2554 -0.1 -1.1 0.3
H 1.5280 -0.4626 2.2857 1.6 1.0 0.7
H 2.4294 -1.7155 -0.9658 0.1 -0.7 0.6
H 2.8484 -1.0042 0.7495 0.4 -0.4 -1.4
H 2.5583 -0.0091 -0.8015 -0.9 -1.5 1.6
H -0.8108 -0.7158 -2.1119 2.8 -1.8 -1.0
H -2.5146 -0.9671 -1.8192 0.3 -0.2 -0.3
H -1.9333 0.4327 -2.5930 0.1 1.0 0.4
H 0.1997 -1.6636 -0.1127 -1.0 -1.8 -0.1
```
Forces are in eV/Å.

Kohn-Sham gap (spin up / spin down) in eV: 5.82 / 7.11
<S²>: 2.021
Relative energy (zero: lowest compared OMol25 entry of this formula, charge and spin) in kcal/mol: 13.09
Charge: 0
2S+1: 3
Lowest unoccupied orbital energy (spin up / spin down) in eV: 1.083 / -0.907